(1)
2 unconnected molecules or ions with the total composition C24H23FO5S at a distorted geometry. Source: the OMol25 dataset; level of theory: the ωB97M-V functional and the def2-TZVPD basis.

Each line ends with the Löwdin charge.
Geometry (Å):
S 0.25 1.34 -2.59  0.83
F 0.50 0.96 5.16  0.08
O -1.10 0.68 -2.41  -0.37
O 0.58 2.94 0.97  0.03
O 0.56 2.48 -3.52  -0.36
O -0.86 3.32 -0.80  -0.06
O 2.07 1.05 -0.52  -0.17
C 2.17 0.24 -4.18  -0.06
C 0.23 2.70 -0.19  -0.50
C -3.58 -2.51 -0.36  -0.05
C -2.42 -2.86 0.28  0.00
C 0.92 1.73 -0.96  -0.28
C -1.81 -2.00 1.22  -0.18
C -3.14 4.07 -0.65  -0.06
C -2.45 -0.76 1.44  0.02
C 1.25 -2.68 3.36  -0.01
C 3.06 -0.74 -4.58  -0.07
C 0.76 -0.23 4.55  -0.23
C -4.18 -1.29 -0.11  -0.02
C 1.39 0.05 -3.08  -0.29
C 3.15 -1.91 -3.84  -0.09
C -0.04 -0.67 3.53  0.09
C 3.27 1.78 -0.69  -0.07
C -3.60 -0.41 0.80  -0.05
C 1.47 -1.11 -2.34  -0.07
C -0.63 -2.46 1.86  0.11
C 2.06 -2.23 4.38  -0.05
C 2.36 -2.09 -2.73  -0.08
C 1.83 -1.01 4.97  0.03
C -2.01 3.32 0.02  -0.27
C 0.16 -1.91 2.90  -0.17
H 3.66 -0.60 -5.46  0.10
H 3.44 1.92 -1.77  0.09
H -4.03 -3.19 -1.07  0.11
H -2.26 2.26 0.17  0.10
H -0.29 -3.42 1.51  0.12
H 2.42 -3.01 -2.17  0.10
H -0.83 -0.01 3.26  0.10
H 2.89 -2.84 4.72  0.12
H 0.85 -1.23 -1.47  0.11
H -4.08 4.01 -0.11  0.07
H -5.09 -1.01 -0.61  0.12
H -4.07 0.54 1.01  0.12
H 3.83 -2.68 -4.16  0.10
H -3.30 3.66 -1.65  0.08
H 2.45 -0.64 5.77  0.13
H -1.73 3.73 1.00  0.12
H 2.08 1.16 -4.73  0.11
H 1.44 -3.64 2.92  0.12
H 4.09 1.21 -0.27  0.09
H 3.19 2.75 -0.19  0.09
H -1.97 -3.82 0.09  0.12
H -2.03 -0.04 2.12  0.09
H -2.88 5.12 -0.78  0.08

Values from the calculation:
2S+1: 1
Lowest unoccupied orbital energy (eV): -3.51
Maximum force (eV Å⁻¹): 3.2
Energy (Eh): -1802.388478
HOMO energy (eV): -6.10
Kohn-Sham gap (hartree): 0.095

=====

(2)
A molecular structure, C24H23IN9O2S4SbTa at a distorted geometry. Source: the OMol25 dataset; level of theory: the ωB97M-V functional and the def2-TZVPD basis.

Each line ends with the Löwdin charge.
Geometry (Å):
Ta 0.90 0.70 1.93  0.79
I -1.89 3.75 0.01  0.97
Sb 0.38 1.29 4.73  0.55
S -1.05 1.72 2.81  -0.05
S 1.79 2.85 1.69  0.05
S 2.43 2.12 3.45  -0.02
S 1.29 -0.73 4.03  -0.05
O 0.06 -0.84 1.07  -0.34
O -4.64 -1.28 3.35  -0.02
N -1.10 -4.01 2.32  0.12
N 0.54 1.10 -0.46  0.01
N 3.87 2.91 -0.74  0.00
N -2.37 0.43 0.13  0.08
N 2.83 3.06 -1.46  0.02
N 3.14 3.89 -2.39  -0.30
N 2.20 4.16 -3.39  0.13
N 2.75 -0.01 0.68  -0.02
N 4.36 4.32 -2.35  0.13
C -2.37 -3.78 2.56  -0.07
C -4.30 0.44 -1.47  0.01
C 4.65 -1.51 0.73  -0.01
C -4.88 1.05 -2.61  -0.07
C -3.09 2.40 -1.06  -0.65
C -4.51 2.33 -2.96  -0.08
C 1.13 -3.52 1.68  -0.02
C -4.40 -2.31 2.48  -0.27
C 2.43 -0.43 -0.57  -0.22
C 4.27 -2.02 -0.51  0.03
C -3.29 1.09 -0.69  -0.32
C -2.80 -0.42 0.97  -0.09
C -2.94 -2.54 2.20  -0.11
C -0.26 -3.09 1.86  -0.31
C 4.83 3.67 -1.30  -0.18
C 0.76 -0.59 -2.26  0.04
C -3.66 3.01 -2.11  -0.22
C -2.14 -1.56 1.62  -0.07
C 3.11 -1.51 -1.15  -0.14
C 2.68 -2.08 -2.38  -0.01
C -0.76 -1.84 1.56  -0.24
C 1.47 -1.68 -2.81  -0.06
C 3.81 -0.55 1.30  -0.12
C 1.27 0.03 -1.12  -0.24
H -2.96 -4.55 3.12  0.13
H -3.86 -0.52 1.11  0.11
H 0.84 2.01 -0.77  0.02
H 1.03 -4.58 1.42  0.09
H -4.42 -1.64 4.23  0.12
H -5.00 2.90 -3.79  0.13
H 5.54 -1.89 1.26  0.13
H 1.59 -2.94 0.83  0.09
H 3.96 -0.12 2.27  0.08
H 5.83 3.85 -0.86  0.12
H -4.93 -2.04 1.53  0.13
H 1.04 -2.23 -3.65  0.12
H -5.71 0.53 -3.00  0.10
H -4.55 -0.58 -1.27  0.10
H 4.75 -2.83 -1.03  0.13
H -4.94 -3.17 2.74  0.11
H 1.77 -3.35 2.54  0.07
H -0.17 -0.24 -2.71  0.13
H 2.66 4.02 -4.28  0.10
H 3.10 -2.92 -2.91  0.12
H -0.46 0.99 -0.53  0.03
H 1.93 5.14 -3.37  0.10
H -3.52 4.11 -2.28  0.10

Values from the calculation:
2S+1: 1
Lowest unoccupied orbital energy (eV): -3.71
Charge: +1
ΔE to the lowest compared entry with this formula, charge and spin (kJ/mol): 0.00
Maximum force (eV Å⁻¹): 3.6
Energy (Eh): -3759.260871
HOMO energy (eV): -10.92
Kohn-Sham gap (hartree): 0.265

=====

(3)
5 unconnected molecules or ions with the total composition C24H24ClO8 at a distorted geometry. Source: the OMol25 dataset; level of theory: the ωB97M-V functional and the def2-TZVPD basis.

Each line ends with the Löwdin charge.
Geometry (Å):
Cl 0.54 1.62 1.18  0.14
O -0.12 -0.73 3.01  -0.01
O -2.12 1.59 2.83  -0.04
O 1.05 -5.70 1.09  0.08
O -6.27 5.27 2.21  0.00
O 5.21 -1.78 -3.68  0.04
O 3.57 1.81 0.16  0.05
O -1.81 1.17 -0.68  -0.03
O -0.27 -2.32 -4.51  0.08
C 0.86 -2.89 3.26  -0.03
C -3.92 4.77 2.00  0.02
C -2.88 3.80 2.33  0.01
C 3.23 -0.23 -0.94  0.00
C 3.68 -1.29 -1.85  0.04
C 0.51 -3.41 0.43  0.04
C -2.35 -0.27 -2.45  0.00
C -5.24 4.35 2.38  -0.40
C 3.97 0.92 -0.67  -0.41
C 0.96 -4.16 2.75  -0.03
C -0.59 -1.33 -3.79  -0.41
C 5.56 0.23 -2.40  -0.05
C -0.01 0.49 -2.21  0.04
C 0.50 -0.48 -3.31  0.07
C -1.94 -1.23 -3.41  0.00
C 4.81 -0.88 -2.72  -0.33
C -1.40 0.53 -1.85  -0.30
C 0.78 -4.46 1.37  -0.38
C -4.40 2.23 3.10  -0.03
C -5.47 3.24 2.98  -0.07
C -3.16 2.42 2.63  -0.39
C 5.22 1.17 -1.31  0.01
C 0.37 -1.88 2.46  -0.33
C 0.15 -2.03 1.05  0.05
H -3.29 -0.19 -2.30  0.04
H -3.57 5.76 1.52  0.13
H 3.01 -2.21 -2.14  0.14
H 2.70 1.83 0.53  -0.04
H 1.41 -0.42 -3.66  0.03
H -2.60 -2.08 -3.79  0.13
H 2.37 -0.45 -0.54  0.02
H 0.66 1.21 -2.05  0.04
H -1.15 1.43 -0.03  -0.08
H -0.13 -1.38 0.36  0.02
H 0.65 -2.36 -4.63  0.09
H 5.88 2.16 -1.06  0.16
H 5.82 -1.39 -4.21  0.03
H 0.14 -0.18 2.27  -0.07
H 0.98 -6.12 0.29  0.06
H 0.46 -3.53 -0.70  0.11
H -6.44 2.83 3.56  0.15
H -7.18 5.07 2.43  0.09
H 6.51 0.39 -2.86  0.08
H -1.23 1.59 2.25  0.00
H 1.01 -2.84 4.35  0.12
H -1.92 4.14 2.11  0.08
H -4.52 1.11 3.54  0.16
H 1.39 -4.92 3.33  0.09

Values from the calculation:
2S+1: 1
Lowest unoccupied orbital energy (eV): 2.34
Charge: -1
ΔE to the lowest compared entry with this formula, charge and spin (kJ/mol): 51.06
Maximum force (eV Å⁻¹): 11.6
Energy (Eh): -1990.899959
HOMO energy (eV): -5.18
Kohn-Sham gap (hartree): 0.276

=====

(4)
A molecular structure, C24H24F3MgN7O4PS3. Source: the OMol25 dataset; level of theory: the ωB97M-V functional and the def2-TZVPD basis.

Each line ends with the Löwdin charge.
Geometry (Å):
S -3.48 0.08 -0.07  0.59
S -0.24 -2.11 -2.46  0.45
S 1.82 0.66 -2.70  0.55
P -0.10 0.08 3.82  1.03
Mg -0.70 -0.11 0.25  0.46
F -1.04 -4.45 -1.45  0.09
F -1.52 -4.18 -3.54  0.10
F -2.66 -3.15 -2.01  0.10
O 0.99 -2.76 -2.82  -0.29
O -0.31 -1.65 -1.07  -0.37
O -0.89 -1.27 -3.42  -0.29
O -1.04 1.22 -1.23  -0.25
N -1.03 1.61 1.66  -0.01
N -1.24 2.71 3.56  -0.17
N -2.05 1.13 -2.07  -0.20
N 1.24 -0.06 1.36  0.01
N 2.59 0.05 3.12  -0.17
N -1.18 -1.58 1.79  0.01
N -1.57 -2.35 3.81  -0.15
C -1.12 -1.28 3.08  -0.43
C 1.28 -0.03 2.70  -0.49
C 3.03 0.13 4.47  -0.10
C -1.35 3.63 2.54  -0.08
C -1.05 1.47 2.99  -0.42
C -1.80 1.55 -3.33  -0.04
C 4.54 0.33 -3.12  -0.16
C -1.21 2.93 1.38  -0.13
C 4.28 -0.01 -5.84  -0.15
C 5.56 0.02 -5.29  -0.17
C 3.16 0.13 -5.05  -0.15
C 3.23 0.35 -3.66  -0.76
C -1.63 -2.43 5.25  -0.08
C -2.78 1.53 -4.29  -0.08
C 3.38 0.06 1.98  -0.08
C -4.26 0.59 -2.67  -0.12
C 2.53 -0.01 0.92  -0.12
C 5.67 0.18 -3.91  -0.15
C -1.32 2.97 4.97  -0.08
C -4.04 1.04 -3.95  -0.11
C -1.42 -3.53 -2.36  -0.65
C -3.26 0.62 -1.68  -0.69
C -1.67 -2.85 1.68  -0.10
C -1.92 -3.34 2.92  -0.07
H -2.13 -1.56 5.66  0.08
H 2.17 0.09 -5.50  0.09
H 4.64 0.45 -2.04  0.08
H -1.24 3.28 0.36  0.10
H -1.82 -3.31 0.72  0.10
H -4.83 0.99 -4.68  0.09
H -0.77 1.85 -3.48  0.10
H -1.92 2.20 5.46  0.07
H 6.65 0.20 -3.44  0.08
H 4.17 -0.16 -6.91  0.08
H 4.12 0.16 4.50  0.08
H 2.74 -0.01 -0.15  0.05
H -1.80 3.94 5.13  0.08
H -5.21 0.17 -2.37  0.09
H -2.54 1.86 -5.29  0.09
H -1.50 4.68 2.74  0.09
H 4.46 0.12 2.04  0.09
H 2.69 -0.74 5.04  0.06
H 6.45 -0.08 -5.91  0.07
H -0.33 2.97 5.43  0.07
H -2.20 -3.32 5.52  0.08
H -2.31 -4.29 3.26  0.10
H 2.63 1.02 4.96  0.06
H -0.63 -2.49 5.68  0.07

Values from the calculation:
2S+1: 2
Lowest unoccupied orbital energy (spin up / spin down) (eV): 4.05 / 3.96
Charge: -2
ΔE to the lowest compared entry with this formula, charge and spin (kJ/mol): 0.00
Maximum force (eV Å⁻¹): 0.6
Energy (Eh): -3648.964934
HOMO energy (spin up / spin down) (eV): 0.64 / -0.54
Kohn-Sham gap (spin up / spin down) (hartree): 0.125 / 0.165